#a
DFT (wB97M-V/def2-TZVPD) results for a structure of composition C2H4OS2.

Element x y z (Å)
S  -0.388  -0.150  -1.811
S  1.573  -0.699  -1.169
O  2.600  0.183  -1.689
C  -0.236  0.481  -0.176
C  -0.811  -0.204  1.001
H  0.136  1.490  -0.096
H  -0.061  -0.263  1.789
H  -1.157  -1.202  0.756
H  -1.656  0.364  1.397

Löwdin analysis output, partial charges in e:
1 S 0.540
2 S 0.638
3 O -0.627
4 C -0.651
5 C -0.187
6 H 0.059
7 H 0.077
8 H 0.070
9 H 0.081

#b
DFT (wB97M-V/def2-TZVPD) results for the molecule C2H4OS2.

SMILES = C=C[S@H](=O)=S

Element x y z (Å)
S  -2.448  -1.217  -0.467
S  -1.200  0.274  -0.345
O  -1.353  1.233  0.732
C  1.362  -0.049  0.783
C  0.583  -0.251  -0.254
H  -1.103  0.931  -1.724
H  1.056  0.599  1.654
H  0.842  -0.886  -1.050
H  2.260  -0.633  0.671

Löwdin analysis output, partial charges in e:
1 S 0.212
2 S 0.279
3 O -0.478
4 C -0.006
5 C -0.319
6 H 0.091
7 H 0.100
8 H 0.054
9 H 0.067

Most stable structure: #a

#a
DFT (wB97M-V/def2-TZVPD) results for a cluster of 2 separate species, C2H4OS2 in total.

Element x y z (Å)
S  -1.605  -1.723  0.036
S  -1.463  0.360  -0.474
O  -2.091  1.165  0.559
C  1.235  0.430  -0.026
C  0.673  1.186  0.703
H  1.376  -0.096  -0.924
H  -0.444  -2.164  0.328
H  0.337  1.906  1.380
H  -2.655  -0.026  -1.260

Löwdin analysis output, partial charges in e:
1 S 0.432
2 S 0.493
3 O -0.604
4 C -0.046
5 C -0.067
6 H 0.035
7 H -0.258
8 H 0.038
9 H -0.024

#b
DFT (wB97M-V/def2-TZVPD) results for the molecule C2H4OS2.

SMILES = CSSC=O

Element x y z (Å)
S  -1.109  2.022  0.849
S  0.675  0.512  1.287
O  -1.081  4.176  -0.449
C  -0.103  -0.964  0.677
C  -0.386  3.302  -0.088
H  0.606  -1.786  0.453
H  0.702  3.314  -0.367
H  -0.795  -1.530  1.389
H  -0.732  -0.924  -0.230

Löwdin analysis output, partial charges in e:
1 S 0.655
2 S 0.507
3 O -0.028
4 C -0.596
5 C -0.757
6 H 0.035
7 H 0.096
8 H 0.053
9 H 0.035

#c
DFT (wB97M-V/def2-TZVPD) results for the molecule C2H4OS2.

SMILES = OC(=S)CS

Element x y z (Å)
S  -2.556  0.007  -0.283
S  1.702  0.137  -0.256
O  -0.410  1.610  0.148
C  0.088  -0.780  0.384
C  -1.032  0.376  0.034
H  0.058  -1.690  -0.220
H  0.091  -1.126  1.503
H  1.559  -0.092  -1.672
H  0.501  1.559  0.363

Löwdin analysis output, partial charges in e:
1 S 0.729
2 S 0.669
3 O -0.108
4 C -0.387
5 C -0.934
6 H 0.043
7 H 0.114
8 H -0.060
9 H -0.066

#d
DFT (wB97M-V/def2-TZVPD) results for a cluster of 2 separate species, C2H4OS2 in total.

Element x y z (Å)
S  -1.100  -1.780  0.095
S  -1.184  0.372  -0.026
O  -2.555  0.752  0.116
C  2.258  0.073  -0.275
C  1.324  0.594  0.255
H  -1.519  -1.496  1.281
H  3.013  -0.319  -0.862
H  0.745  1.279  0.793
H  -0.983  0.523  -1.376

Löwdin analysis output, partial charges in e:
1 S 0.436
2 S 0.522
3 O -0.598
4 C 0.051
5 C -0.165
6 H -0.232
7 H 0.013
8 H -0.013
9 H -0.013

Most stable structure: #b

#a
DFT (wB97M-V/def2-TZVPD) results for the molecule CH2FNO2.

SMILES = O=[N+]([O-])CF

Element x y z (Å)
F  -0.983  1.436  -0.223
O  1.112  -1.439  -0.178
O  1.481  0.691  -0.357
N  0.822  -0.275  -0.169
C  -0.596  0.025  0.132
H  -1.269  -0.523  -0.427
H  -0.567  0.086  1.224

Löwdin analysis output, partial charges in e:
1 F -0.088
2 O 0.106
3 O 0.134
4 N -0.441
5 C 0.026
6 H 0.113
7 H 0.149

#b
DFT (wB97M-V/def2-TZVPD) results for the molecule CH2FNO2.

SMILES = NOC(=O)F

Element x y z (Å)
F  1.181  1.363  0.358
O  0.021  -0.554  -0.159
O  2.210  -0.602  0.143
N  -1.219  0.111  -0.279
C  1.210  0.033  0.092
H  -1.873  -0.616  -0.738
H  -1.532  0.265  0.584

Löwdin analysis output, partial charges in e:
1 F 0.122
2 O -0.021
3 O 0.176
4 N 0.086
5 C -0.537
6 H 0.147
7 H 0.026

Most stable structure: #b

#a
DFT (wB97M-V/def2-TZVPD) results for a structure of composition C3H8Si.

Element x y z (Å)
Si  1.702  0.084  -0.009
C  -0.144  0.105  0.064
C  -1.131  1.184  0.029
C  -0.856  -1.746  -0.088
H  2.178  -1.205  0.493
H  -1.012  1.786  -0.877
H  -1.925  -1.823  -0.045
H  2.200  0.300  -1.378
H  -0.144  -2.527  0.028
H  -2.156  0.824  0.077
H  -0.956  1.848  0.881
H  2.244  1.170  0.825

Löwdin analysis output, partial charges in e:
1 Si 0.566
2 C -0.361
3 C -0.206
4 C 0.102
5 H -0.084
6 H 0.076
7 H -0.020
8 H -0.088
9 H -0.037
10 H 0.065
11 H 0.075
12 H -0.088

#b
DFT (wB97M-V/def2-TZVPD) results for the molecule C3H8Si.

SMILES = C[C@@H]1C[SiH2]1

Element x y z (Å)
Si  -0.051  -1.184  -1.092
C  0.226  0.483  -0.258
C  0.734  0.609  1.107
C  -1.296  -0.051  -0.289
H  0.847  -2.314  -0.388
H  -0.203  0.949  1.665
H  -2.051  0.463  -0.951
H  1.246  -0.296  1.689
H  -1.656  -0.117  0.677
H  0.491  1.221  -0.947
H  1.489  1.520  1.306
H  0.224  -1.283  -2.519

Löwdin analysis output, partial charges in e:
1 Si 0.674
2 C -0.532
3 C -0.198
4 C -0.257
5 H -0.031
6 H 0.074
7 H 0.073
8 H 0.102
9 H 0.012
10 H 0.059
11 H 0.106
12 H -0.082

Most stable structure: #b

#a
DFT (wB97M-V/def2-TZVPD) results for a cluster of 6 separate species, C18H48O18S6 in total.

SMILES = CCOS(C)(=O)=O.CCOS(C)(=O)=O.CCOS(C)(=O)=O.CCOS(C)(=O)=O.CCOS(C)(=O)=O.CCOS(C)(=O)=O

Element x y z (Å)
S  -1.134  19.621  9.570
S  -1.636  18.253  17.633
S  -2.468  13.863  13.490
S  1.857  17.374  12.873
S  6.504  19.111  14.449
S  4.293  27.584  12.078
O  6.883  18.600  12.963
O  -3.807  13.992  13.961
O  6.428  17.990  15.329
O  3.139  28.370  12.408
O  4.293  26.227  12.944
O  0.508  16.871  12.795
O  0.012  19.735  8.705
O  1.884  18.818  13.652
O  -1.553  21.092  10.042
O  -2.145  19.580  17.698
O  2.940  16.541  13.327
O  -1.956  12.521  13.319
O  -2.352  14.671  12.102
O  -1.078  18.806  10.750
O  -0.166  18.264  18.296
O  -1.552  17.560  16.380
O  7.377  20.238  14.655
O  5.612  28.146  12.192
C  4.160  26.907  10.437
C  -1.352  14.871  14.479
C  -0.634  22.200  10.054
C  0.478  21.916  11.059
C  3.160  24.108  12.771
C  1.631  17.505  16.794
C  -0.927  15.412  10.313
C  -2.481  17.263  18.876
C  6.353  17.326  12.546
C  2.298  18.006  11.247
C  0.598  19.436  13.803
C  0.717  20.905  14.156
C  4.849  19.787  14.196
C  0.877  18.689  17.406
C  6.270  17.372  11.044
C  -1.281  14.248  11.234
C  3.016  25.579  13.127
C  -2.559  19.238  8.521
H  -1.366  15.907  14.159
H  -0.139  15.998  10.786
H  3.208  17.536  10.879
H  3.917  23.645  13.400
H  -1.745  16.104  10.127
H  -0.513  15.016  9.384
H  -2.452  16.193  18.682
H  -1.637  14.666  15.505
H  -0.194  22.501  9.101
H  1.101  21.051  10.841
H  0.066  19.403  12.841
H  -0.361  14.021  11.775
H  -0.047  18.857  14.465
H  2.321  17.901  16.052
H  6.971  16.513  12.923
H  1.463  17.772  10.590
H  2.756  25.770  14.167
H  -1.852  17.337  19.768
H  7.217  17.627  10.570
H  5.989  16.416  10.597
H  1.058  22.814  11.279
H  -0.146  21.522  13.915
H  0.927  16.854  16.271
H  3.372  23.979  11.709
H  2.527  19.067  11.296
H  4.236  18.973  13.823
H  4.516  20.160  15.159
H  5.148  26.565  10.139
H  2.076  16.898  17.580
H  4.983  20.544  13.428
H  2.209  23.585  12.897
H  5.337  17.207  12.930
H  -2.572  18.149  8.435
H  -3.532  19.539  8.898
H  3.924  27.729  9.757
H  -0.026  21.632  11.990
H  3.396  26.146  10.309
H  -1.241  23.034  10.397
H  2.220  26.024  12.526
H  -2.378  19.629  7.524
H  5.480  18.082  10.791
H  0.736  21.004  15.249
H  -1.621  13.377  10.680
H  1.547  19.326  17.980
H  -3.465  17.668  19.075
H  0.438  19.272  16.595
H  1.641  21.353  13.793
H  -0.351  14.513  14.235

Löwdin analysis output, partial charges in e:
1 S 0.604
2 S 0.602
3 S 0.597
4 S 0.634
5 S 0.601
6 S 0.595
7 O -0.257
8 O -0.273
9 O -0.267
10 O -0.277
11 O -0.257
12 O -0.280
13 O -0.285
14 O -0.290
15 O -0.259
16 O -0.264
17 O -0.268
18 O -0.292
19 O -0.257
20 O -0.273
21 O -0.260
22 O -0.285
23 O -0.282
24 O -0.271
25 C -0.121
26 C -0.116
27 C -0.226
28 C -0.065
29 C -0.065
30 C -0.044
31 C -0.060
32 C -0.097
33 C -0.266
34 C -0.080
35 C -0.259
36 C -0.060
37 C -0.102
38 C -0.253
39 C -0.067
40 C -0.255
41 C -0.263
42 C -0.096
43 H 0.049
44 H 0.033
45 H 0.055
46 H 0.083
47 H 0.070
48 H 0.083
49 H 0.072
50 H 0.068
51 H 0.121
52 H 0.072
53 H 0.092
54 H 0.115
55 H 0.108
56 H 0.066
57 H 0.127
58 H 0.051
59 H 0.127
60 H 0.069
61 H 0.084
62 H 0.086
63 H 0.064
64 H 0.082
65 H 0.069
66 H 0.076
67 H 0.067
68 H 0.025
69 H 0.077
70 H 0.074
71 H 0.087
72 H 0.070
73 H 0.051
74 H 0.085
75 H 0.064
76 H 0.075
77 H 0.075
78 H 0.049
79 H 0.061
80 H 0.125
81 H 0.112
82 H 0.071
83 H 0.066
84 H 0.073
85 H 0.119
86 H 0.128
87 H 0.070
88 H 0.076
89 H 0.073
90 H 0.065

#b
DFT (wB97M-V/def2-TZVPD) results for a cluster of 6 separate species, C18H48O18S6 in total.

SMILES = CCOS(C)(=O)=O.CCOS(C)(=O)=O.CCOS(C)(=O)=O.CCOS(C)(=O)=O.CCOS(C)(=O)=O.CCOS(C)(=O)=O

Element x y z (Å)
S  -4.518  -0.237  -1.920
S  -2.215  2.840  4.248
S  3.969  -1.805  -2.397
S  7.206  3.902  2.436
S  -5.310  -6.248  -3.108
S  0.298  1.500  0.048
O  7.586  4.704  3.607
O  2.958  -1.974  -3.513
O  6.072  4.804  1.665
O  -3.784  0.631  -2.779
O  -4.361  0.276  -0.423
O  1.719  1.213  -0.132
O  -5.289  -7.430  -3.946
O  -5.515  -4.910  -3.725
O  -4.285  -1.717  -2.020
O  6.746  2.521  2.414
O  -3.979  -6.222  -2.168
O  -1.230  1.648  3.716
O  -3.614  2.451  4.069
O  4.793  -0.348  -2.576
O  3.693  -2.043  -1.002
O  -0.389  0.166  0.723
O  -1.758  3.382  5.535
O  -0.066  2.710  0.840
C  -6.290  -0.034  -2.344
C  -4.349  -0.059  1.929
C  -1.670  4.050  2.959
C  -0.057  -1.113  0.148
C  -4.982  -0.399  0.632
C  -1.391  -1.648  -0.269
C  -0.238  1.218  4.584
C  4.014  0.747  -3.098
C  -0.518  1.506  -1.606
C  -3.775  -5.110  -1.259
C  -2.310  -5.144  -0.916
C  1.064  1.242  3.740
C  5.434  -2.892  -2.740
C  -6.558  -6.554  -1.753
C  8.585  4.037  1.191
C  5.132  4.093  0.861
C  3.846  3.911  1.714
C  4.623  2.051  -2.581
H  8.195  3.637  0.255
H  3.168  3.510  0.960
H  -0.586  4.169  2.951
H  5.537  3.186  0.412
H  4.802  4.828  0.127
H  3.375  4.809  2.113
H  -1.867  3.816  1.913
H  4.306  2.964  -3.086
H  4.400  1.978  -1.517
H  -1.878  -6.144  -0.874
H  -6.017  -0.100  0.463
H  0.179  1.812  -2.386
H  -7.298  -7.325  -1.968
H  -0.043  1.983  5.336
H  -3.990  -4.122  -1.665
H  1.316  2.230  3.354
H  -1.876  -4.635  -1.776
H  -5.086  -1.470  0.460
H  -2.172  -1.481  0.473
H  -4.474  -5.057  -0.425
H  5.533  -2.959  -3.824
H  -0.373  0.347  5.226
H  -7.077  -0.230  -1.617
H  -1.346  2.202  -1.745
H  -3.378  -0.479  2.193
H  -1.299  -2.692  -0.566
H  9.338  3.316  1.509
H  5.311  -3.915  -2.386
H  -2.120  5.017  3.185
H  6.222  -2.379  -2.188
H  -0.807  0.474  -1.803
H  -4.013  0.978  1.898
H  0.924  0.670  2.822
H  -5.066  -0.294  2.716
H  -6.449  -0.646  -3.232
H  5.689  1.985  -2.795
H  0.591  -1.182  -0.726
H  2.949  0.882  -2.906
H  -2.043  -4.556  -0.038
H  3.994  0.655  -4.184
H  1.929  0.937  4.329
H  -6.995  -5.679  -1.272
H  -1.747  -1.251  -1.220
H  0.499  -1.747  0.839
H  -6.532  0.946  -2.756
H  -5.910  -7.008  -1.004
H  3.904  3.264  2.589
H  8.993  5.038  1.055

Löwdin analysis output, partial charges in e:
1 S 0.641
2 S 0.693
3 S 0.712
4 S 0.678
5 S 0.680
6 S 0.694
7 O -0.301
8 O -0.335
9 O -0.278
10 O -0.270
11 O -0.248
12 O -0.309
13 O -0.288
14 O -0.318
15 O -0.322
16 O -0.299
17 O -0.273
18 O -0.263
19 O -0.301
20 O -0.259
21 O -0.299
22 O -0.271
23 O -0.304
24 O -0.316
25 C -0.107
26 C -0.051
27 C -0.110
28 C -0.254
29 C -0.306
30 C -0.066
31 C -0.289
32 C -0.297
33 C -0.076
34 C -0.275
35 C -0.066
36 C -0.047
37 C -0.101
38 C -0.104
39 C -0.102
40 C -0.265
41 C -0.060
42 C -0.062
43 H 0.055
44 H 0.059
45 H 0.059
46 H 0.105
47 H 0.120
48 H 0.080
49 H 0.050
50 H 0.085
51 H 0.068
52 H 0.087
53 H 0.114
54 H 0.065
55 H 0.064
56 H 0.097
57 H 0.088
58 H 0.066
59 H 0.084
60 H 0.119
61 H 0.078
62 H 0.115
63 H 0.063
64 H 0.124
65 H 0.065
66 H 0.073
67 H 0.077
68 H 0.060
69 H 0.061
70 H 0.068
71 H 0.065
72 H 0.062
73 H 0.043
74 H 0.076
75 H 0.051
76 H 0.097
77 H 0.070
78 H 0.076
79 H 0.118
80 H 0.104
81 H 0.070
82 H 0.115
83 H 0.082
84 H 0.064
85 H 0.060
86 H 0.132
87 H 0.066
88 H 0.051
89 H 0.074
90 H 0.069

Most stable structure: #a

#a
DFT (wB97M-V/def2-TZVPD) results for a cluster of 2 separate species, CH2ClO2P in total.

SMILES = O=PCl.C=O

Element x y z (Å)
Cl  4.266  -1.042  0.511
P  3.556  0.514  -0.610
O  3.613  1.673  0.209
O  0.720  0.175  -0.573
C  0.407  -0.891  -0.189
H  0.866  -1.900  -0.519
H  -0.348  -0.963  0.598

Löwdin analysis output, partial charges in e:
1 Cl 0.122
2 P 0.441
3 O -0.511
4 O -0.063
5 C -0.174
6 H 0.106
7 H 0.080

#b
DFT (wB97M-V/def2-TZVPD) results for the molecule CH2ClO2P.

SMILES = O=C(Cl)OP

Element x y z (Å)
Cl  2.534  -0.997  -0.070
P  -1.354  0.166  -0.582
O  1.295  1.283  0.351
O  0.114  -0.584  -0.288
C  1.231  0.137  0.057
H  -1.418  0.850  0.569
H  -2.402  -0.855  -0.037

Löwdin analysis output, partial charges in e:
1 Cl 0.742
2 P 0.854
3 O 0.066
4 O -0.488
5 C -0.994
6 H -0.136
7 H -0.044

Most stable structure: #a